No. 1
Computed, not measured: a cluster of 2 separate species, C4H14N3O in total, with ωB97M-V/def2-TZVPD.

```
! wB97M-V def2-TZVPD RIJCOSX def2/J DEFGRID3
* xyz 1 1
O -0.39890 3.42436 3.00568
N -0.57932 1.94149 0.55911
N 1.02263 -1.22717 -0.84805
N 1.66962 -3.22134 -2.02445
C 0.84344 -2.45615 -1.49797
C -1.21298 -0.37590 -0.15603
C 0.15444 -0.95411 0.27302
C -1.16453 1.05024 -0.57885
H -1.32170 3.24662 3.22120
H 1.96083 -0.88562 -0.69878
H -0.14934 4.16404 3.57022
H -2.03381 -0.67339 0.51665
H -0.43875 1.18866 -1.36863
H -0.21838 -2.72831 -1.49585
H 2.63363 -2.98268 -2.23621
H -0.56886 1.60440 1.52058
H -0.05234 -1.77078 0.94840
H 0.63253 -0.23068 0.93875
H -1.04894 2.84062 0.59008
H 0.37773 2.16921 0.29300
H -1.54207 -0.97755 -1.01281
H -2.08353 1.59183 -0.73338
*
```

Summary:
LUMO ... -0.1307 hartree
Kohn-Sham gap ... 8.6 eV
Relative energy (zero: lowest compared OMol25 entry of this formula, charge and spin) ... 2.554 eV

=====

No. 2
Computed, not measured: a structure of composition C30H53BrN4P2Sn, with ωB97M-V/def2-TZVPD.

```
! wB97M-V def2-TZVPD RIJCOSX def2/J DEFGRID3
* xyz 4 1
Sn 0.79978 2.42774 -0.36245
Br 0.78982 -1.01382 0.79974
P 5.30036 -0.79894 -0.13719
P -0.61678 -2.76541 -0.25882
N -0.15717 2.25687 2.41291
N 0.85017 1.95123 4.56807
N -6.70854 4.92567 -5.15707
N -0.97091 0.66414 3.97103
C -6.07096 3.83452 -5.57308
C -2.81241 2.22353 -3.29647
C -6.38711 5.45666 -3.97368
C 5.70966 1.91313 -0.32679
C -0.28293 0.31578 -0.61372
C -1.38573 1.08206 -0.13147
C 0.59337 -3.21951 -1.55722
C -1.65640 0.70128 5.26385
C -3.38109 -1.96769 -0.15186
C -0.94091 0.64905 -2.91215
C -0.72616 -4.05049 1.00665
C -5.07587 3.20774 -4.80722
C 0.13419 -3.18980 -3.00434
C -4.68261 3.77763 -3.57167
C 1.88641 2.95922 4.40509
C 1.26566 0.86785 5.46680
C 4.35948 -1.85352 1.01337
C -1.74335 0.00173 2.96165
C -0.03741 0.12885 -1.98909
C -2.02580 1.42009 -2.43598
C -2.22077 -2.47051 -1.02299
C 4.56902 -1.34388 -1.75446
C -3.59668 3.21914 -2.81310
C -2.31571 1.52949 -1.06794
C 4.62806 0.87124 -0.00423
C 5.43132 -2.43159 -2.39307
C -1.87554 -5.03620 0.81996
C -5.40505 4.91559 -3.14762
C 5.14271 -2.15097 2.29645
C -0.09783 1.69229 3.59571
H 1.22624 1.23852 6.50454
H 4.18054 -2.79114 0.46831
H -0.85350 0.53299 -4.00933
H -1.99757 -1.02197 3.27076
H -3.46835 3.66463 -1.82998
H 0.14899 3.22580 2.40126
H -4.63240 2.29056 -5.19079
H -3.78711 -2.75098 0.50462
H -2.80984 -4.63457 1.21763
H -0.14075 -2.18664 -3.34215
H -6.36528 3.41459 -6.54123
H 2.29987 0.52695 5.26124
H -2.66769 0.52746 2.70393
H 0.60158 -0.00286 5.39344
H -5.22045 5.39263 -2.19360
H -0.81603 -3.55002 1.98255
H -2.80262 1.98736 -4.35090
H 6.05107 -2.70698 2.02498
H 3.76165 0.94214 -0.67667
H 5.93829 1.96412 -1.39900
H -2.07921 -1.77987 -1.86933
H 5.33110 -3.38431 -1.86133
H 2.70565 2.62818 3.74517
H -0.70617 -3.85828 -3.20289
H 5.44363 -1.23573 2.82779
H -1.64560 -0.29302 5.74329
H 3.38284 -1.38346 1.19229
H 6.48933 -2.14434 -2.39529
H -3.10167 -1.10068 0.45871
H 0.97016 -3.51467 -3.63026
H -3.21459 2.07002 -0.73932
H 5.38480 2.90848 -0.00788
H 1.43178 3.86706 4.01330
H -2.48100 -3.45432 -1.44642
H 4.49480 -0.44999 -2.39374
H -6.94341 6.35367 -3.69081
H 2.31151 3.18314 5.38890
H -1.47375 1.44138 0.89438
H -1.65454 -5.94541 1.37877
H -4.20495 -1.64506 -0.80781
H 6.64769 1.69175 0.19833
H 0.25695 -4.54652 0.98063
H 0.88531 -0.33953 -2.35688
H -2.70743 1.01927 5.12537
H -2.05172 -5.32601 -0.21902
H 1.44726 -2.53639 -1.44460
H 5.12887 -2.59840 -3.43033
H 4.56902 -2.77269 2.99551
H 3.54871 -1.69551 -1.53357
H 4.26589 0.97915 1.02365
H -1.14366 -0.09389 2.06432
H -1.15874 1.40694 5.92966
H 0.93821 -4.21369 -1.24774
*
```

Summary:
LUMO (alpha / beta) ... -0.4848 / -0.5014 hartree
Kohn-Sham gap (alpha / beta) ... 4.2 / 3.8 eV

=====

No. 3
Computed, not measured: an isolated molecule of C23H22N4O2S, with ωB97M-V/def2-TZVPD.

```
! wB97M-V def2-TZVPD RIJCOSX def2/J DEFGRID3
* xyz 0 1
S -4.33356 0.73899 1.41022
O -4.85288 1.52569 0.33572
O -5.23760 0.22744 2.39616
N 1.49917 1.90957 -0.58093
N 3.74426 0.68393 -1.58559
N -3.18914 1.64875 2.25775
N 1.54080 0.70938 1.30142
C -0.89514 2.70763 -0.41639
C -1.88237 -1.39899 -0.97450
C 2.20866 1.08724 0.24943
C 1.93998 2.40280 -1.85973
C 2.73594 -2.56149 -0.99386
C 0.30502 1.29058 1.17919
C 3.51488 -1.73427 -1.79184
C 5.27045 -3.37771 -1.74354
C -2.79795 -0.46012 -0.52814
C 3.21738 -3.79145 -0.57974
C -1.49211 -2.43508 -0.14075
C 3.58591 0.67060 -0.13870
C -3.30909 -0.57634 0.74888
C 3.00143 -0.39225 -2.23674
C -2.93432 -1.60753 1.58661
C 3.41010 1.99621 -2.09600
C -0.82236 1.17477 1.98050
C 0.25498 2.04822 -0.01559
C -1.97629 1.81386 1.56040
C 4.78819 -2.15005 -2.15928
C 4.48439 -4.20241 -0.95564
C -2.00865 2.57919 0.38698
C -2.02271 -2.54748 1.13481
H 3.79070 -0.32785 0.24934
H 5.39899 -1.50062 -2.76823
H -1.47218 -1.32149 -1.97043
H 4.32345 1.35698 0.29269
H -3.07596 1.25935 3.18308
H 1.29407 1.98518 -2.64282
H -2.94244 3.04283 0.11564
H 3.62260 2.02601 -3.16702
H -3.36837 -1.66455 2.57288
H 1.91920 -0.33988 -2.03418
H 4.86027 -5.16194 -0.63273
H 6.26157 -3.69348 -2.03431
H 2.60374 -4.42768 0.04103
H -0.92733 3.29044 -1.32436
H -0.77491 -3.16396 -0.48875
H -1.72086 -3.36032 1.77749
H 3.15681 -0.27982 -3.31446
H 4.07002 2.71143 -1.59727
H 1.75106 -2.23594 -0.68740
H -0.79732 0.58713 2.88481
H -3.12670 0.35888 -1.14725
H 1.84257 3.49318 -1.88968
*
```

Summary:
LUMO ... 0.0186 hartree
SMILES string ... O=S(=O)(Nc1ccc2c(c1)nc1n2CCN(Cc2ccccc2)C1)c1ccccc1
Kohn-Sham gap ... 8.9 eV
Relative energy (zero: lowest compared OMol25 entry of this formula, charge and spin) ... 0.240 eV

=====

No. 4
Computed, not measured: an isolated molecule of C3H5I, with ωB97M-V/def2-TZVPD.

```
! wB97M-V def2-TZVPD RIJCOSX def2/J DEFGRID3
* xyz 0 1
I 3.29649 -0.09877 -0.05141
C 0.24616 -0.12399 -0.08626
C 1.34868 0.56023 0.49119
C -1.48030 -0.20727 -0.13783
H -2.01887 0.21281 0.72209
H 0.49413 -0.87498 -0.82687
H -1.63447 -1.36556 -0.10212
H 1.52377 1.52066 1.04917
H -1.77558 0.37686 -1.05796
*
```

Summary:
LUMO ... 0.0167 hartree
SMILES string ... C/C=C/I
Kohn-Sham gap ... 9.3 eV
Relative energy (zero: lowest compared OMol25 entry of this formula, charge and spin) ... 1.680 eV

=====

No. 5
Computed, not measured: a structure of composition C23H34N5S2V, with ωB97M-V/def2-TZVPD.

```
! wB97M-V def2-TZVPD RIJCOSX def2/J DEFGRID3
* xyz 1 4
V 0.70436 -1.19570 -0.35220
S -0.69756 0.66736 -1.13554
S -0.31154 -3.18671 -0.94744
N 2.32298 -1.82795 -1.28346
N 0.99581 -1.56157 1.60731
N -1.19252 1.79680 1.25732
N -2.86697 0.52515 0.40411
N 1.50019 -1.78087 3.71191
C -1.03263 5.15463 2.52961
C -4.98910 2.71198 -0.47192
C 4.52934 -2.69414 -2.72601
C -4.26931 0.54308 -1.68544
C -3.59015 -0.28075 -0.60443
C -1.63737 1.02782 0.26352
C 1.07105 -3.81021 -1.85973
C 0.06969 2.54643 1.26799
C 1.03745 -5.00159 -2.53824
C 3.34319 0.28707 -0.71415
C 0.13632 -1.55611 3.67917
C 1.98273 -1.78291 2.45643
C 2.14532 -5.47202 -3.28427
C 4.54216 -1.48709 -2.09305
C -5.41459 1.44112 -1.21767
C 3.40446 -1.06336 -1.38217
C -0.02553 3.88146 0.54389
C -0.16927 -1.42999 2.37190
C 3.37963 -3.51135 -2.68354
C -1.14507 4.79087 1.04904
C 3.40695 -2.04537 2.11294
C 2.27619 -3.05121 -1.94163
C 3.29787 -4.75058 -3.36057
H -1.13696 -1.29886 1.91616
H -0.15550 3.69019 -0.52338
H -3.51091 1.14284 -2.19753
H 5.41240 -0.84221 -2.13249
H -1.80159 5.87276 2.82033
H -5.98571 1.73770 -2.09903
H 3.03177 0.20609 0.33215
H -3.41424 0.87491 1.17530
H 0.93944 4.38507 0.66267
H -1.87287 2.07125 1.94957
H -4.16621 3.21620 -0.99119
H 0.33402 2.68109 2.31533
H -6.10580 0.85805 -0.59804
H -1.13786 5.70339 0.45065
H 4.14816 -5.10186 -3.93557
H 2.62987 0.93941 -1.22339
H -4.32352 -0.86895 -0.05141
H 0.83821 1.92676 0.81571
H 5.40147 -3.03440 -3.27851
H 4.03991 -1.18181 2.32616
H -2.11614 4.32189 0.85215
H -0.47104 -1.52519 4.56827
H -1.14520 4.28498 3.18808
H 2.06857 -6.42008 -3.80562
H -0.05912 5.60410 2.75111
H 0.12780 -5.58909 -2.49728
H -4.66350 2.51854 0.55625
H 3.78832 -2.89308 2.68307
H 4.31088 0.78201 -0.72928
H 2.05177 -1.93639 4.53900
H 3.48642 -2.28686 1.05798
H -2.88249 -0.97281 -1.04697
H -4.64768 -0.16988 -2.42251
H -5.81678 3.41996 -0.40145
*
```

Summary:
LUMO (alpha / beta) ... -0.0941 / -0.0967 hartree
Kohn-Sham gap (alpha / beta) ... 6.5 / 7.2 eV
Relative energy (zero: lowest compared OMol25 entry of this formula, charge and spin) ... 0.856 eV

=====

No. 6
Computed, not measured: a structure of composition C2HFMnO2, with ωB97M-V/def2-TZVPD.

```
! wB97M-V def2-TZVPD RIJCOSX def2/J DEFGRID3
* xyz 0 6
Mn -1.48420 1.89529 0.23034
F 0.98925 -1.21326 0.70532
O -0.07052 -1.59195 -1.68519
O 0.14036 0.96590 0.83275
C -0.30368 0.52446 -0.50091
C 0.11792 -0.68878 -0.88730
H 0.61087 0.10832 1.30499
*
```

Summary:
LUMO (alpha / beta) ... -0.0945 / -0.0933 hartree
Kohn-Sham gap (alpha / beta) ... 5.1 / 5.1 eV
Relative energy (zero: lowest compared OMol25 entry of this formula, charge and spin) ... 0.000 eV

=====

| no. | total energy (Ha) | strongest force on any atom (eV/A) |
| --- | --- | --- |
| 1 | -400.03867 | 1.9 |
| 2 | -4863.25699 | 3.3 |
| 3 | -1657.36203 | 1.0 |
| 4 | -414.91268 | 3.3 |
| 5 | -2910.89418 | 1.8 |
| 6 | -1477.95748 | 4.7 |